{
  "formula": "C4H8N2",
  "method": "wB97M-V/def2-TZVPD",
  "elements": ["C", "C", "N", "N", "C", "C", "H", "H", "H", "H", "H", "H", "H", "H"],
  "xyz": [[1.894949, -0.988230, -2.033132], [1.324701, -0.407416, -1.007795], [0.908218, 0.185755, -0.012882], [-0.511194, 0.369947, 0.113063], [-0.701987, 1.576266, 0.906399], [-1.082692, -0.792960, 0.780399], [2.149004, -0.394146, -2.903965], [2.123604, -2.047762, -2.035778], [-1.777380, 1.750608, 1.008798], [-0.260498, 2.423424, 0.375529], [-0.244365, 1.506997, 1.907192], [-0.642883, -0.972967, 1.776720], [-0.933181, -1.681138, 0.160808], [-2.158711, -0.626635, 0.892001]],
  "atomic_forces_ev_per_a": [[-0.066, 0.085, 0.115], [-0.072, 0.134, 0.313], [0.371, -0.288, -0.576], [-0.118, 0.026, 0.060], [-0.052, 0.155, 0.037], [-0.078, -0.169, 0.012], [-0.038, -0.064, 0.105], [-0.091, 0.138, 0.071], [0.164, -0.025, -0.007], [-0.077, -0.115, 0.107], [-0.062, -0.043, -0.148], [-0.030, 0.069, -0.155], [-0.029, 0.125, 0.085], [0.178, -0.026, -0.019]],
  "nbo_charge": [-0.602, 0.401, -0.328, -0.287, -0.415, -0.425, 0.241, 0.239, 0.201, 0.209, 0.177, 0.175, 0.206, 0.207],
  "e_above_lowest_kj_mol": 258.1,
  "smiles": "C=C=NN(C)C",
  "e_homo_ha": -0.3137,
  "total_energy_ha": -266.62371
}

{
  "formula": "C4H8N2",
  "method": "wB97M-V/def2-TZVPD",
  "elements": ["C", "N", "C", "C", "C", "N", "H", "H", "H", "H", "H", "H", "H", "H"],
  "xyz": [[-0.520049, 1.337457, 0.386504], [-0.207946, -0.061449, 0.236445], [-1.226640, -0.892611, 0.835797], [1.285040, -0.432846, -1.673526], [2.007026, -0.432101, -0.482988], [2.391174, -0.389769, 0.617968], [-1.525104, 1.640080, 0.061039], [0.228992, 1.951955, -0.118812], [-0.462246, 1.580807, 1.463955], [-1.182774, -0.694051, 1.926668], [-1.000198, -1.952659, 0.698048], [-2.264954, -0.694336, 0.540199], [1.382547, 0.429417, -2.335680], [1.095130, -1.389899, -2.155613]],
  "atomic_forces_ev_per_a": [[0.216, 0.120, 0.322], [-1.648, 0.201, 0.320], [0.237, -0.007, 0.481], [0.659, -0.140, -0.871], [0.665, 0.032, 1.404], [0.365, -0.118, -1.297], [0.035, -0.203, -0.098], [-0.074, -0.073, -0.016], [-0.027, -0.034, -0.219], [-0.063, -0.109, -0.275], [-0.006, 0.135, -0.108], [0.103, 0.146, -0.208], [-0.261, -0.159, 0.321], [-0.201, 0.210, 0.245]],
  "nbo_charge": [-0.485, -0.244, -0.482, -0.352, 0.218, -0.307, 0.190, 0.204, 0.214, 0.214, 0.206, 0.190, 0.216, 0.218],
  "e_above_lowest_kj_mol": 439.7,
  "e_homo_ha": [-0.3419, -0.3219],
  "total_energy_ha": -266.55454
}

{
  "formula": "C4H8N2",
  "method": "wB97M-V/def2-TZVPD",
  "elements": ["C", "C", "N", "C", "C", "N", "H", "H", "H", "H", "H", "H", "H", "H"],
  "xyz": [[2.058040, 0.161215, 0.145080], [0.581731, 0.351653, 0.487001], [-0.157298, -0.494089, -0.457308], [-1.487235, -0.092664, -0.828469], [-2.455720, -0.140900, 0.304955], [-2.974440, -0.283174, 1.331137], [2.178511, 0.359727, -0.926513], [2.342919, -0.883985, 0.321912], [2.733655, 0.800412, 0.723195], [0.375300, 0.115414, 1.547764], [0.273632, 1.397685, 0.347981], [-0.189186, -1.445254, -0.106588], [-1.822738, -0.758525, -1.629660], [-1.457173, 0.912488, -1.260481]],
  "atomic_forces_ev_per_a": [[0.025, 0.012, 0.033], [0.131, 0.064, 0.002], [-0.091, -0.164, 0.323], [-0.259, 0.116, -0.291], [0.064, -0.245, 1.114], [0.238, 0.253, -1.161], [0.136, 0.010, 0.275], [-0.005, 0.200, -0.033], [-0.181, -0.061, -0.048], [-0.005, -0.011, -0.355], [0.091, -0.227, -0.115], [0.127, 0.026, -0.105], [-0.176, 0.095, 0.182], [-0.096, -0.065, 0.180]],
  "nbo_charge": [-0.606, -0.228, -0.603, -0.316, 0.247, -0.328, 0.214, 0.203, 0.210, 0.185, 0.189, 0.363, 0.238, 0.231],
  "e_above_lowest_kj_mol": 64.2,
  "smiles": "CCNCC#N",
  "e_homo_ha": -0.3556,
  "total_energy_ha": -266.69754
}

{
  "formula": "C4H8N2",
  "method": "wB97M-V/def2-TZVPD",
  "elements": ["C", "C", "N", "C", "C", "N", "H", "H", "H", "H", "H", "H", "H", "H"],
  "xyz": [[1.957745, 0.038608, 0.320891], [0.497017, 0.439849, 0.252539], [-0.186243, -0.278348, -0.820923], [-1.626056, -0.113017, -0.840200], [-2.107975, -0.252500, 0.562698], [-2.023877, -0.218803, 1.718825], [2.486721, 0.252484, -0.610686], [2.051956, -1.035989, 0.522891], [2.453089, 0.574535, 1.135191], [0.028341, 0.274165, 1.231698], [0.382614, 1.510523, 0.046747], [0.049775, -1.265270, -0.791437], [-2.077630, -0.822652, -1.543109], [-1.885476, 0.896414, -1.185122]],
  "atomic_forces_ev_per_a": [[0.111, -0.002, -0.037], [0.158, 0.187, -0.093], [0.141, -0.131, -0.127], [-0.012, 0.067, -0.005], [0.151, 0.103, 0.962], [-0.816, -0.254, -1.029], [-0.060, 0.011, 0.058], [-0.018, 0.160, 0.003], [-0.028, -0.085, -0.107], [0.220, -0.071, -0.158], [0.147, -0.035, -0.019], [-0.040, 0.097, 0.084], [0.022, 0.119, 0.361], [0.025, -0.166, 0.108]],
  "nbo_charge": [-0.609, -0.237, -0.589, -0.316, 0.255, -0.341, 0.210, 0.201, 0.219, 0.195, 0.185, 0.360, 0.239, 0.229],
  "e_above_lowest_kj_mol": 75.8,
  "smiles": "CCNCC#N",
  "e_homo_ha": -0.3550,
  "total_energy_ha": -266.69314
}

{
  "formula": "C4H8N2",
  "method": "wB97M-V/def2-TZVPD",
  "elements": ["C", "N", "C", "C", "C", "N", "H", "H", "H", "H", "H", "H", "H", "H"],
  "xyz": [[2.003317, 0.058761, 0.416751], [0.596916, -0.352429, 0.525142], [-0.460024, 0.003754, -0.486811], [-1.846858, -0.727255, -0.452764], [-0.543074, 1.375133, -0.066939], [-0.631245, 2.472116, 0.280259], [2.313755, 0.175274, -0.623468], [2.616183, -0.744337, 0.846322], [2.294153, 0.992471, 0.926482], [0.322860, -0.439242, 1.503100], [-0.077189, -0.084686, -1.531012], [-2.579684, -0.301550, -1.166772], [-1.718316, -1.781404, -0.712309], [-2.290789, -0.646600, 0.542019]],
  "atomic_forces_ev_per_a": [[-0.154, -0.191, -0.156], [0.272, -2.059, -0.260], [0.738, -0.015, 0.662], [0.619, 0.083, 0.296], [-1.473, 2.189, -0.946], [0.201, -0.391, 0.045], [-0.217, -0.123, -0.030], [-0.065, 0.179, -0.123], [-0.497, -0.068, -0.053], [-0.454, 0.197, -0.739], [0.140, 0.096, 0.917], [0.727, 0.068, 0.300], [0.087, 0.123, 0.141], [0.076, -0.087, -0.053]],
  "nbo_charge": [-0.414, -0.637, -0.142, -0.598, 0.267, -0.355, 0.200, 0.203, 0.186, 0.382, 0.235, 0.231, 0.223, 0.218],
  "e_above_lowest_kj_mol": 126.5,
  "smiles": "CN[C@@H](C)C#N",
  "e_homo_ha": -0.3240,
  "total_energy_ha": -266.67384
}

{
  "formula": "C4H8N2",
  "method": "wB97M-V/def2-TZVPD",
  "elements": ["C", "C", "N", "C", "C", "N", "H", "H", "H", "H", "H", "H", "H", "H"],
  "xyz": [[-1.239754, -0.561652, -0.174690], [-1.324323, 0.957921, -0.209443], [-0.149687, 1.797626, 0.292034], [0.741598, 1.006806, 0.614752], [1.335510, -0.163360, 0.749917], [2.031953, -0.823475, -0.287833], [-2.235125, -0.727392, -0.590329], [-1.200587, -1.027402, 0.817390], [-0.506060, -1.047689, -0.830087], [-1.497306, 1.253757, -1.250046], [-2.194695, 1.248307, 0.388202], [1.264532, -0.684382, 1.696550], [1.961233, -0.314945, -1.163363], [3.012713, -0.914126, -0.053060]],
  "atomic_forces_ev_per_a": [[-0.706, 0.045, -0.279], [0.316, 0.652, 0.144], [-0.161, -1.120, -0.062], [-0.327, -0.175, -0.146], [0.399, 0.313, 0.378], [0.296, 0.165, -0.035], [-0.094, -0.835, -0.026], [0.032, 0.317, -0.212], [-0.147, 0.352, 0.186], [-0.016, 0.206, 0.233], [0.144, 0.200, -0.173], [0.174, 0.123, 0.023], [0.033, -0.082, 0.114], [0.057, -0.161, -0.144]],
  "nbo_charge": [-0.644, -0.237, -0.409, 0.287, -0.190, -0.809, 0.219, 0.214, 0.219, 0.197, 0.199, 0.218, 0.367, 0.368],
  "e_above_lowest_kj_mol": 216.7,
  "smiles": "CCN=C=CN",
  "e_homo_ha": -0.3011,
  "total_energy_ha": -266.63946
}

{
  "formula": "C4H8N2",
  "method": "wB97M-V/def2-TZVPD",
  "elements": ["C", "N", "C", "C", "C", "N", "H", "H", "H", "H", "H", "H", "H", "H"],
  "xyz": [[1.550173, 0.507200, -0.103473], [1.377664, -0.934671, 0.261947], [0.635774, -1.057336, -0.948186], [0.804181, 0.201069, -1.381198], [-2.106782, 0.104569, 0.588425], [-1.296233, 0.266569, 1.552639], [2.606040, 0.781808, -0.203347], [1.049652, 1.183162, 0.600199], [0.804466, -1.053960, 1.097522], [0.189137, -1.978321, -1.317524], [0.633930, 0.731829, -2.309316], [-2.212151, -0.888732, 0.148086], [-2.732147, 0.894867, 0.156260], [-1.303708, 1.241952, 1.857968]],
  "atomic_forces_ev_per_a": [[0.134, 0.257, 0.107], [-0.231, 0.011, 0.094], [-0.004, -0.048, -0.176], [0.027, -0.180, -0.099], [0.205, -0.052, 0.250], [-0.375, 0.078, -0.341], [-0.171, -0.011, 0.011], [0.080, -0.107, -0.137], [0.108, -0.012, -0.055], [0.038, 0.211, 0.020], [0.016, -0.108, 0.161], [0.028, 0.105, 0.055], [0.140, -0.060, 0.081], [0.006, -0.081, 0.030]],
  "nbo_charge": [-0.240, -0.609, -0.016, -0.308, -0.029, -0.624, 0.200, 0.194, 0.378, 0.195, 0.211, 0.162, 0.151, 0.333],
  "e_above_lowest_kj_mol": 267.3,
  "e_homo_ha": -0.3092,
  "total_energy_ha": -266.62018
}

{
  "formula": "C4H8N2",
  "method": "wB97M-V/def2-TZVPD",
  "elements": ["C", "C", "C", "C", "N", "N", "H", "H", "H", "H", "H", "H", "H", "H"],
  "xyz": [[0.598732, -0.892012, -0.210537], [1.599702, -0.255165, 0.333767], [2.941474, 0.198153, 0.066895], [-2.853010, 0.088107, 0.255802], [-0.647646, -0.490268, 0.418580], [-1.696687, -0.578808, -0.272048], [0.290548, -1.726342, -0.866601], [3.121096, 1.369386, 0.147769], [3.564099, -0.197561, 0.935302], [3.404891, -0.265514, -0.756481], [-3.681945, 0.369355, -0.450907], [-3.306109, -0.779923, 0.775247], [-2.612600, 0.770585, 1.027846], [-0.565274, 0.274667, 1.073942]],
  "atomic_forces_ev_per_a": [[-1.091, -0.359, 1.252], [-0.533, 0.711, -0.721], [1.730, 1.256, 2.922], [-1.189, -2.532, -0.005], [0.870, -0.137, -0.122], [-1.701, 0.192, -2.357], [1.014, 0.353, -0.068], [-0.646, -2.438, -0.506], [-0.505, 0.643, -0.745], [0.547, -0.046, -1.657], [1.487, 0.179, 0.291], [-0.449, 0.470, 0.284], [0.073, 1.352, 0.614], [0.393, 0.356, 0.819]],
  "nbo_charge": [-0.169, -0.025, -0.709, -0.472, -0.276, -0.213, 0.212, 0.245, 0.229, 0.208, 0.224, 0.213, 0.179, 0.354],
  "e_above_lowest_kj_mol": 564.1,
  "e_homo_ha": [-0.2905, -0.2392],
  "total_energy_ha": -266.50713
}

{
  "formula": "C4H8N2",
  "method": "wB97M-V/def2-TZVPD",
  "elements": ["C", "C", "C", "C", "N", "N", "H", "H", "H", "H", "H", "H", "H", "H"],
  "xyz": [[-0.206857, -1.668430, -1.845950], [0.002030, 0.185420, 1.331083], [0.057869, -0.233011, -2.372467], [1.084220, 0.999129, 1.594066], [-0.016517, -0.753156, -1.055703], [-1.253081, 0.012967, 1.535592], [-0.577153, -2.669174, -2.063880], [1.029337, -0.066404, -2.785035], [-0.807036, 0.280110, -2.632496], [1.668986, 0.783201, 2.595563], [1.847947, 0.998489, 0.798055], [0.666904, 2.065635, 1.814835], [-1.695907, 0.279346, 2.457085], [-1.800740, -0.214123, 0.629251]],
  "atomic_forces_ev_per_a": [[-0.644, -0.325, -0.012], [-3.327, -0.383, -1.196], [0.809, -0.386, -0.676], [2.106, 1.835, 2.521], [0.391, -0.266, 2.959], [1.119, -0.055, -1.414], [0.382, -0.029, 0.099], [0.304, 0.314, -0.414], [-1.052, 1.183, -1.084], [-0.992, -0.174, -1.597], [-0.193, 0.064, 0.167], [0.535, -1.483, -0.708], [0.109, -0.313, -1.012], [0.452, 0.018, 2.368]],
  "nbo_charge": [0.272, 0.788, -0.136, -0.878, -0.273, -0.697, 0.316, 0.248, 0.225, 0.398, 0.357, 0.369, 0.505, 0.506],
  "e_above_lowest_kj_mol": 494.4,
  "total_charge": 2,
  "e_homo_ha": [-0.7465, -0.7017],
  "total_energy_ha": -265.78617
}

{
  "formula": "C4H8N2O",
  "method": "wB97M-V/def2-TZVPD",
  "elements": ["C", "C", "C", "C", "N", "N", "O", "H", "H", "H", "H", "H", "H", "H", "H"],
  "xyz": [[-1.874866, -0.009578, -0.530307], [-0.444581, -0.421330, 0.186252], [1.756465, 1.498671, 0.038570], [1.553699, 0.015554, -0.004117], [-2.710319, 0.689754, 0.088327], [-0.355157, -1.807578, 0.170287], [2.257059, -0.944350, 0.070089], [-1.898307, -0.543958, -1.416473], [-0.581642, -0.050624, 1.224264], [1.963705, 1.562035, 1.111123], [2.737497, 1.749768, -0.460327], [0.904811, 1.916873, -0.247606], [-3.591752, 0.835445, -0.450541], [-0.032722, -2.324698, -0.627518], [0.316109, -2.165990, 0.847978]],
  "atomic_forces_ev_per_a": [[3.703, 0.133, 2.553], [0.471, 1.531, 0.092], [5.466, -3.208, 1.200], [-3.092, -0.616, -0.385], [-0.656, 0.479, -0.669], [-0.044, -2.424, 1.323], [-0.510, 1.233, -0.185], [-0.946, -0.722, -2.190], [0.207, -0.310, -0.495], [-0.262, 0.757, 0.129], [-1.243, 0.170, 0.230], [-3.202, 2.312, -1.246], [0.750, -0.372, 0.436], [-0.231, 0.644, -1.090], [-0.412, 0.392, 0.297]],
  "nbo_charge": [0.155, -0.202, -0.726, 0.639, -0.618, -0.853, -0.546, 0.147, 0.194, 0.254, 0.236, 0.233, 0.345, 0.368, 0.375],
  "e_above_lowest_kj_mol": 424.2,
  "e_homo_ha": -0.2878,
  "total_energy_ha": -341.84209
}

{
  "formula": "C4H8N2O",
  "method": "wB97M-V/def2-TZVPD",
  "elements": ["C", "N", "N", "C", "C", "C", "O", "H", "H", "H", "H", "H", "H", "H", "H"],
  "xyz": [[0.435284, 2.139221, 0.617443], [-0.104476, 0.842188, 0.979549], [-0.296552, 0.269251, -0.295256], [-1.186675, -0.908029, -0.106301], [-0.325060, -2.029033, -0.552949], [0.776029, -1.537342, -1.134173], [0.928632, -0.205466, -0.992860], [-0.249888, 2.785472, 0.222132], [0.821016, 2.662882, 1.624319], [1.360272, 2.083692, -0.063784], [0.353831, 0.399685, 1.709954], [-1.943012, -0.529796, -0.810277], [-1.461314, -1.094072, 0.905351], [-0.758765, -2.967569, -0.414294], [1.650678, -1.911083, -1.688855]],
  "atomic_forces_ev_per_a": [[4.612, 0.290, 3.762], [-0.627, 2.719, -3.867], [-0.745, -0.207, 2.069], [1.257, 1.046, -1.942], [0.192, 0.776, -1.250], [0.346, -0.579, 0.360], [-0.298, 0.529, 0.573], [-2.026, 1.291, -1.190], [-0.733, -1.013, -2.057], [-1.348, -0.028, 0.924], [1.443, -1.681, 1.136], [-0.862, -1.470, 0.551], [-0.721, 0.526, 0.742], [0.242, -1.706, -0.349], [-0.732, -0.492, 0.536]],
  "nbo_charge": [-0.396, -0.475, -0.014, -0.278, -0.356, 0.140, -0.391, 0.195, 0.174, 0.188, 0.350, 0.222, 0.207, 0.223, 0.213],
  "e_above_lowest_kj_mol": 538.4,
  "smiles": "CNN1CC=CO1",
  "e_homo_ha": -0.3043,
  "total_energy_ha": -341.79857
}

{
  "formula": "C4H8N2O",
  "method": "wB97M-V/def2-TZVPD",
  "elements": ["C", "C", "C", "N", "N", "C", "O", "H", "H", "H", "H", "H", "H", "H", "H"],
  "xyz": [[-0.992451, 0.385224, -0.347183], [1.753388, 0.901408, -0.138241], [-1.934618, -0.243579, 0.633844], [0.722414, -0.065699, 0.218234], [0.239187, -1.105547, -1.053132], [1.030586, -1.536714, -0.151520], [1.746935, -2.399565, 0.278049], [-0.774674, 1.426516, -0.119963], [-1.330700, 0.339288, -1.377784], [2.162471, 0.746319, -1.140086], [1.370975, 1.921041, -0.046837], [2.560056, 0.783021, 0.592361], [-2.157819, -1.277923, 0.374354], [-2.866372, 0.333762, 0.632026], [-1.529378, -0.207551, 1.645878]],
  "atomic_forces_ev_per_a": [[0.864, 1.322, 1.835], [0.241, -0.159, -0.064], [0.201, -0.080, 0.111], [-2.210, 0.092, -0.701], [1.263, -1.249, -0.573], [-0.349, -0.295, -0.649], [-0.164, 0.780, 0.296], [-0.232, 0.162, 0.165], [0.619, -0.438, -0.018], [-0.109, -0.007, 0.026], [-0.104, -0.098, -0.050], [-0.071, -0.013, -0.110], [0.002, 0.066, -0.023], [0.066, -0.074, -0.136], [-0.018, -0.008, -0.108]],
  "nbo_charge": [-0.036, -0.450, -0.658, -0.314, -0.387, 0.695, -0.589, 0.179, 0.219, 0.214, 0.202, 0.227, 0.232, 0.233, 0.231],
  "e_above_lowest_kj_mol": 567.7,
  "e_homo_ha": -0.3413,
  "total_energy_ha": -341.78740
}